{
  "formula": "C2H5NS",
  "method": "the ωB97M-V functional and the def2-TZVPD basis",
  "elements": ["C", "N", "C", "S", "H", "H", "H", "H", "H"],
  "positions_angstrom": [[-0.16953, 1.02348, 0.12059], [0.57589, -0.13040, -0.19544], [0.07408, -1.33559, -0.14205], [-1.51729, -1.71322, 0.07789], [-0.08214, 1.75701, -0.63782], [0.06850, 1.58393, 1.06373], [-1.24571, 0.83913, 0.21897], [1.52982, 0.06741, -0.29610], [0.76639, -2.09175, -0.20976]],
  "forces_ev_per_a": [[-1.8, 1.9, 1.3], [-0.4, 1.1, 0.6], [-2.3, 0.1, 0.4], [0.2, -0.2, 0.0], [0.2, 0.7, -1.0], [0.4, -1.0, -0.5], [0.4, -0.4, -0.2], [1.5, -0.5, -0.2], [1.7, -1.7, -0.4]],
  "nbo_charge": [-0.450, -0.543, -0.039, -0.204, 0.201, 0.202, 0.250, 0.395, 0.187],
  "max_force_ev_per_a": 2.911,
  "e_lumo_ev": 0.79,
  "total_energy_ha": -532.12372,
  "homo_energy_ev": -8.27,
  "de_lowest_kcal_mol": 11.83,
  "orbital_gap_ev": 9.1
}